Computed, not measured: 7 unconnected molecules or ions with the total composition C34H55N3O14, with the ωB97M-V functional and the def2-TZVPD basis.

Positions of all 106 atoms, in Å:
O  -9.363  -0.525  3.663
N  -8.293  -0.068  3.959
O  -8.001  1.118  3.706
C  -7.250  -0.912  4.569
C  -6.284  -0.350  5.345
C  -5.195  -1.121  5.864
C  -5.154  -2.488  5.588
C  -6.158  -3.049  4.826
C  -7.201  -2.294  4.334
H  -6.267  0.685  5.652
H  -4.396  -0.789  6.510
H  -4.354  -3.090  5.992
H  -6.131  -4.077  4.496
H  -7.922  -2.852  3.757
O  -5.073  1.518  -14.074
N  -6.130  1.556  -13.430
O  -7.109  2.112  -13.920
C  -6.397  0.796  -12.168
C  -7.614  0.905  -11.439
C  -7.779  0.266  -10.176
C  -6.768  -0.475  -9.729
C  -5.579  -0.639  -10.393
C  -5.331  -0.012  -11.590
H  -8.420  1.523  -11.809
H  -8.680  0.363  -9.588
H  -6.971  -0.944  -8.777
H  -4.797  -1.306  -10.063
H  -4.337  0.139  -11.983
O  -0.653  5.601  2.196
N  -0.441  6.211  1.152
O  0.651  6.478  0.643
C  -1.639  6.688  0.343
C  -2.953  6.239  0.650
C  -4.020  6.793  -0.068
C  -3.837  7.718  -1.069
C  -2.568  8.172  -1.335
C  -1.490  7.612  -0.665
H  -3.145  5.485  1.399
H  -5.008  6.400  0.119
H  -4.662  8.091  -1.658
H  -2.377  8.818  -2.179
H  -0.575  8.106  -0.955
C  0.098  -0.759  1.223
O  -1.224  -1.231  0.794
C  -2.121  -0.178  0.453
C  -3.330  -0.612  -0.416
O  -3.005  -1.201  -1.690
C  -2.258  -0.529  -2.664
H  0.669  -0.328  0.401
H  0.760  -1.596  1.443
H  0.024  -0.101  2.089
H  -1.623  0.577  -0.156
H  -2.381  0.360  1.364
H  -3.980  0.248  -0.580
H  -3.834  -1.359  0.196
H  -2.460  -0.737  -3.715
H  -1.195  -0.684  -2.479
H  -2.366  0.555  -2.625
C  2.800  3.703  -5.361
O  3.094  2.588  -6.217
C  4.348  1.939  -6.115
C  4.390  0.626  -6.894
O  3.471  -0.338  -6.402
C  3.809  -0.856  -5.078
H  2.774  3.165  -4.413
H  1.772  4.035  -5.504
H  3.443  4.574  -5.489
H  4.823  1.900  -5.135
H  4.989  2.630  -6.663
H  5.425  0.286  -6.887
H  4.285  0.771  -7.969
H  4.569  -1.636  -5.028
H  2.902  -1.390  -4.792
H  4.029  -0.139  -4.287
C  2.178  -5.033  10.674
O  2.417  -3.835  11.356
C  1.294  -3.088  11.818
C  0.347  -2.609  10.729
O  0.917  -1.587  9.914
C  1.903  -1.945  8.926
H  1.330  -5.021  9.989
H  2.075  -5.856  11.381
H  3.149  -5.059  10.179
H  1.658  -2.185  12.309
H  0.709  -3.698  12.506
H  -0.482  -2.185  11.295
H  -0.114  -3.366  10.095
H  1.248  -2.308  8.135
H  2.692  -2.686  9.051
H  2.370  -1.027  8.569
C  11.530  -4.008  0.022
O  10.153  -3.847  0.376
C  9.869  -3.895  1.785
C  10.090  -2.653  2.674
O  9.674  -1.351  2.127
C  8.331  -1.238  1.746
H  11.935  -4.859  0.570
H  12.098  -3.102  0.233
H  11.700  -4.198  -1.038
H  10.386  -4.794  2.119
H  8.810  -4.140  1.865
H  11.178  -2.651  2.748
H  9.716  -2.769  3.691
H  8.072  -2.035  1.048
H  8.013  -0.267  1.368
H  7.732  -1.388  2.644

## Properties
frontier orbital gap = 8.84 eV
max |F| = 0.06475 hartree/bohr
charge = 0
SMILES = O=[N+]([O-])c1ccccc1.O=[N+]([O-])c1ccccc1.O=[N+]([O-])c1ccccc1.COCCOC.COCCOC.COCCOC.COCCOC
relative energy (zero: lowest compared OMol25 entry of this formula, charge and spin) = 337.9 kJ/mol

Atom charges from the Löwdin analysis, given in e for atoms 1 to 5: number 1, O, carries 0.10; number 2, N, carries -0.34; number 3, O, carries 0.05; number 4, C, carries -0.15; number 5, C, carries 0.00

***

Computed, not measured: a molecular structure, C34H55N4OP2SV, with the ωB97M-V functional and the def2-TZVPD basis.

Positions of all 98 atoms, in Å:
C  1.916  -1.899  -1.248
C  1.538  0.202  -2.183
C  2.793  -2.235  -2.281
C  2.341  -0.091  -3.273
C  2.988  -1.333  -3.328
H  3.285  -3.202  -2.232
H  2.475  0.683  -4.036
H  3.643  -1.568  -4.161
N  1.393  -0.659  -1.145
P  -0.190  -2.483  0.425
P  0.686  2.223  -0.409
C  1.494  -2.910  -0.204
H  1.484  -3.932  -0.615
H  2.221  -2.918  0.628
C  0.625  1.399  -2.113
H  0.823  2.133  -2.896
C  -0.597  3.627  -0.588
C  2.413  2.939  -0.214
C  -1.364  -3.234  -0.863
C  -0.250  -3.440  2.052
C  -1.912  3.166  0.064
H  -1.797  2.993  1.142
H  -2.658  3.960  -0.085
H  -2.306  2.248  -0.388
C  -0.135  4.891  0.149
H  0.033  4.705  1.216
H  0.763  5.334  -0.295
H  -0.940  5.637  0.065
C  -0.906  3.987  -2.055
H  -1.500  4.914  -2.050
H  -0.017  4.176  -2.668
H  -1.513  3.213  -2.539
C  2.441  3.452  1.252
H  1.681  2.969  1.891
H  3.417  3.228  1.704
H  2.285  4.536  1.304
C  3.510  1.867  -0.385
H  3.348  0.987  0.248
H  3.609  1.551  -1.430
H  4.465  2.328  -0.085
C  2.670  4.035  -1.276
H  1.886  4.149  -2.038
H  2.835  5.008  -0.796
H  3.591  3.792  -1.828
C  -1.645  -3.197  2.657
H  -1.591  -3.299  3.750
H  -2.027  -2.186  2.444
H  -2.378  -3.933  2.306
C  0.807  -2.836  2.988
H  1.828  -2.898  2.592
H  0.583  -1.791  3.241
H  0.777  -3.409  3.927
C  0.046  -4.941  1.873
H  0.513  -5.310  2.796
H  -0.874  -5.520  1.733
H  0.747  -5.164  1.057
C  -1.190  -2.587  -2.260
H  -1.356  -3.354  -3.033
H  -1.920  -1.781  -2.415
H  -0.193  -2.166  -2.442
C  -2.795  -2.950  -0.376
H  -2.930  -1.883  -0.142
H  -3.492  -3.210  -1.184
H  -3.071  -3.547  0.500
C  -1.128  -4.745  -1.011
H  -0.097  -4.983  -1.299
H  -1.393  -5.312  -0.114
H  -1.782  -5.107  -1.816
V  0.010  -0.059  0.405
C  1.508  -0.158  1.485
O  2.461  -0.297  2.181
N  -1.228  0.305  -1.081
C  -0.811  0.834  -2.177
C  -1.532  0.898  -3.486
C  -2.935  0.833  -3.481
C  -0.865  1.068  -4.720
C  -3.659  1.000  -4.662
H  -3.430  0.669  -2.523
C  -1.588  1.206  -5.909
H  0.228  1.091  -4.766
C  -2.994  1.186  -5.887
H  -4.749  0.988  -4.633
H  -1.074  1.334  -6.866
H  -3.560  1.300  -6.814
C  1.195  0.683  5.894
N  0.651  0.924  4.563
C  -0.465  0.389  4.065
S  -0.997  0.771  2.421
N  -1.254  -0.435  4.790
C  -1.452  -0.383  6.244
H  0.931  -0.313  6.263
H  0.840  1.448  6.599
H  2.286  0.752  5.829
H  1.206  1.491  3.927
H  -2.109  -0.675  4.270
H  -2.479  -0.708  6.426
H  -0.806  -1.092  6.782
H  -1.333  0.633  6.658

## Properties
frontier orbital gap (alpha / beta) = 5.92 / 5.93 eV
max |F| = 0.18367 hartree/bohr
charge = +3
<S²> = 0.8053
spin multiplicity = 2

Atom charges from the Löwdin analysis, given in e for atoms 1 to 5: number 1, C, carries -0.29; number 2, C, carries -0.28; number 3, C, carries 0.04; number 4, C, carries 0.02; number 5, C, carries 0.04

***

Computed, not measured: a molecular structure, C34H56Cl2I2N2O12PS2, with the ωB97M-V functional and the def2-TZVPD basis.

Positions of all 111 atoms, in Å:
C  3.116  -3.492  -0.037
C  4.299  -3.676  -1.018
C  5.331  -2.545  -0.861
C  5.217  -1.396  -1.887
C  3.808  -1.032  -2.356
C  2.964  -0.140  -1.387
C  3.647  0.276  -0.083
C  2.578  0.973  0.816
C  2.739  2.520  0.805
C  1.408  3.267  0.804
C  0.656  3.149  -0.546
C  -0.857  3.346  -0.340
N  -1.806  2.253  -0.773
S  -1.150  0.938  0.314
C  -1.753  1.611  -2.131
Cl  -0.372  0.564  -2.576
C  -3.082  0.712  -2.167
C  -2.954  -0.784  -2.476
C  -4.280  -1.588  -2.469
C  -4.412  -2.546  -1.285
O  -4.202  -3.882  -1.779
C  -3.967  -4.772  -0.749
C  -2.517  -5.038  -0.439
O  -4.885  -5.279  -0.181
C  -3.952  1.242  -0.965
Cl  -4.248  0.108  0.458
N  -5.313  1.315  -1.579
C  -6.294  1.088  -0.861
O  -7.303  1.218  -0.265
C  -3.252  2.641  -0.634
P  -3.883  3.112  1.099
S  -2.868  2.489  2.644
C  -3.889  3.590  -1.730
I  -5.855  4.406  -1.158
C  -3.128  4.873  -2.203
C  -1.908  4.681  -3.111
I  -2.847  6.462  -0.746
H  2.703  -4.445  0.283
H  3.479  -3.000  0.864
H  2.362  -2.843  -0.478
H  3.940  -3.768  -2.038
H  4.761  -4.630  -0.766
H  6.308  -3.002  -1.026
H  5.349  -2.208  0.172
H  5.770  -0.528  -1.538
H  5.757  -1.733  -2.773
H  3.934  -0.450  -3.270
H  3.203  -1.891  -2.632
H  2.024  -0.649  -1.172
H  2.711  0.788  -1.907
H  3.970  -0.594  0.478
H  4.448  0.989  -0.238
H  1.591  0.710  0.433
H  2.628  0.614  1.839
H  3.205  2.760  1.761
H  3.442  2.852  0.040
H  0.825  2.899  1.649
H  1.647  4.321  0.917
H  0.997  2.242  -1.039
H  1.023  3.987  -1.135
H  -1.008  3.401  0.741
H  -1.126  4.337  -0.683
H  -1.782  -0.199  -0.047
H  -1.856  2.215  -3.018
H  -3.616  1.099  -3.030
H  -2.289  -1.304  -1.793
H  -2.581  -0.848  -3.490
H  -5.172  -0.992  -2.620
H  -4.236  -2.259  -3.324
H  -3.661  -2.357  -0.517
H  -5.420  -2.531  -0.874
H  -1.857  -4.705  -1.233
H  -2.393  -6.101  -0.278
H  -2.242  -4.480  0.454
H  -5.198  2.641  1.258
H  -3.953  4.505  1.249
H  -4.130  3.088  -2.658
H  -3.844  5.352  -2.859
H  -2.157  3.929  -3.861
H  -0.953  4.506  -2.629
H  -1.798  5.600  -3.680
C  3.562  -1.085  6.486
C  3.357  -1.712  5.126
O  2.759  -0.645  4.382
C  3.115  0.525  4.975
O  2.922  1.598  4.509
O  3.718  0.301  6.165
H  4.441  -1.465  7.000
H  2.693  -1.200  7.136
H  4.298  -1.992  4.648
H  2.703  -2.580  5.154
C  -4.949  -8.921  1.702
C  -3.910  -8.067  1.017
O  -2.878  -7.981  2.004
C  -3.000  -9.056  2.829
O  -2.202  -9.367  3.647
O  -4.157  -9.722  2.585
H  -5.508  -9.545  1.009
H  -5.651  -8.332  2.294
H  -3.503  -8.544  0.121
H  -4.281  -7.080  0.756
C  5.241  6.030  0.798
C  5.305  7.413  0.192
O  4.154  7.427  -0.661
C  3.276  6.517  -0.187
O  2.155  6.397  -0.568
O  3.836  5.754  0.781
H  5.630  5.992  1.812
H  5.755  5.282  0.192
H  5.201  8.204  0.937
H  6.212  7.584  -0.380

## Properties
frontier orbital gap = 7.52 eV
max |F| = 0.06613 hartree/bohr
charge = +1

Atom charges from the Löwdin analysis, given in e for atoms 1 to 5: number 1, C, carries -0.09; number 2, C, carries -0.24; number 3, C, carries -0.21; number 4, C, carries -0.20; number 5, C, carries -0.19

***

Computed, not measured: a molecular structure, C34H56EuN3OP2, with the ωB97M-V functional and the def2-TZVPD basis.

Positions of all 97 atoms, in Å:
C  2.525  -1.344  -1.072
C  1.364  0.440  -2.007
C  3.438  -1.364  -2.130
C  2.180  0.405  -3.141
C  3.230  -0.509  -3.209
H  4.246  -2.091  -2.112
H  1.957  1.076  -3.964
H  3.885  -0.531  -4.080
N  1.558  -0.408  -0.974
P  0.999  -2.753  0.859
P  0.182  2.433  -0.218
C  2.579  -2.460  -0.022
H  2.847  -3.428  -0.494
H  3.351  -2.227  0.742
C  0.201  1.416  -1.899
H  0.289  2.198  -2.676
C  -1.411  3.472  -0.226
C  1.691  3.553  -0.145
C  -0.041  -3.812  -0.355
C  1.272  -3.561  2.539
C  -2.509  2.652  0.490
H  -2.202  2.385  1.518
H  -3.413  3.282  0.568
H  -2.778  1.729  -0.051
C  -1.238  4.784  0.558
H  -0.922  4.604  1.594
H  -0.542  5.484  0.077
H  -2.226  5.276  0.598
C  -1.825  3.784  -1.664
H  -2.739  4.404  -1.633
H  -1.055  4.364  -2.198
H  -2.046  2.877  -2.240
C  1.772  4.134  1.297
H  1.359  3.444  2.047
H  2.831  4.322  1.538
H  1.253  5.095  1.377
C  2.947  2.698  -0.391
H  2.984  1.834  0.282
H  3.003  2.340  -1.426
H  3.834  3.321  -0.192
C  1.642  4.689  -1.181
H  1.010  4.458  -2.047
H  1.301  5.636  -0.738
H  2.659  4.871  -1.570
C  -0.110  -3.822  3.180
H  0.056  -4.257  4.178
H  -0.690  -2.895  3.312
H  -0.715  -4.537  2.600
C  2.049  -2.557  3.418
H  3.044  -2.333  3.006
H  1.504  -1.613  3.569
H  2.185  -3.021  4.407
C  2.074  -4.866  2.473
H  2.972  -4.769  1.847
H  2.397  -5.088  3.505
H  1.483  -5.721  2.123
C  0.276  -3.449  -1.818
H  1.312  -3.676  -2.102
H  -0.390  -4.048  -2.459
H  0.079  -2.389  -2.037
C  -1.514  -3.441  -0.069
H  -1.794  -2.491  -0.574
H  -2.159  -4.255  -0.443
H  -1.724  -3.316  1.015
C  0.248  -5.306  -0.172
H  1.320  -5.538  -0.289
H  -0.096  -5.706  0.792
H  -0.298  -5.844  -0.964
Eu  -0.438  -0.225  0.861
C  1.895  0.742  2.209
O  2.794  1.061  2.849
N  -1.659  -0.074  -1.103
C  -1.180  0.544  -2.076
C  -1.824  0.451  -3.507
C  -1.324  1.509  -4.482
C  -1.488  -0.925  -4.087
C  -3.353  0.583  -3.386
H  -1.536  2.525  -4.135
H  -0.259  1.400  -4.712
H  -1.876  1.372  -5.424
H  -1.798  -1.722  -3.401
H  -2.033  -1.064  -5.028
H  -0.417  -1.032  -4.296
H  -3.742  1.165  -4.231
H  -3.810  -0.412  -3.412
H  -3.664  1.065  -2.455
C  -2.861  0.555  5.530
C  -1.763  1.363  5.231
C  -1.105  1.212  4.009
N  -1.550  0.333  3.068
C  -2.621  -0.461  3.358
C  -3.284  -0.375  4.585
H  -3.374  0.655  6.480
H  -1.392  2.115  5.926
H  -0.209  1.805  3.759
H  -2.947  -1.165  2.574
H  -4.134  -1.035  4.771

## Properties
frontier orbital gap (alpha / beta) = 6.67 / 6.95 eV
max |F| = 0.05921 hartree/bohr
charge = +1
<S²> = 15.7613
relative energy (zero: lowest compared OMol25 entry of this formula, charge and spin) = 0.0 kJ/mol
spin multiplicity = 8

Atom charges from the Löwdin analysis, given in e for atoms 1 to 5: number 1, C, carries -0.33; number 2, C, carries -0.32; number 3, C, carries -0.02; number 4, C, carries -0.03; number 5, C, carries -0.03